Density functional theory data (wB97M-V/def2-TZVPD) for C27H43AsN2O3PtSSi as an isolated structure.

As for the expectation value of S²: 8.781. As for the LUMO energy (alpha / beta): -0.085 / -0.185 Eh. For the calculated total energy, the calculation gives -120603.5012 eV. The value obtained for the frontier orbital gap (alpha / beta) is 0.24715 / 0.24753 Ha.

ORCA input file:
```
! wB97M-V def2-TZVPD RIJCOSX def2/J DEFGRID3
* xyz 1 6
Pt 0.688 0.011 0.216
C -0.658 1.352 1.088
Si -2.492 1.167 0.880
C -3.274 1.490 -0.905
N -2.688 0.851 -2.002
C -2.923 -0.560 -2.257
C -3.185 -0.786 -3.751
C -3.940 0.417 -4.314
C -3.060 1.673 -4.262
C -2.071 1.608 -3.067
C -3.353 2.528 1.812
C -4.309 2.252 2.791
C -4.933 3.282 3.482
C -4.608 4.601 3.205
C -3.655 4.894 2.237
C -3.034 3.865 1.549
C -3.065 -0.507 1.475
C -2.276 -1.207 2.395
C -2.720 -2.395 2.962
C -3.960 -2.913 2.612
C -4.762 -2.229 1.709
C -4.319 -1.035 1.157
H -0.643 1.328 2.182
H -0.260 2.339 0.831
H -3.262 2.571 -1.035
H -4.301 1.142 -0.752
H -3.764 -0.874 -1.639
H -2.035 -1.111 -1.923
H -3.761 -1.704 -3.862
H -2.242 -0.924 -4.281
H -4.849 0.576 -3.726
H -4.262 0.226 -5.336
H -3.673 2.571 -4.195
H -2.454 1.753 -5.164
H -1.808 2.596 -2.696
H -1.170 1.086 -3.386
H -4.567 1.225 3.022
H -5.670 3.053 4.240
H -5.093 5.403 3.745
H -3.396 5.923 2.025
H -2.281 4.112 0.805
H -1.300 -0.826 2.677
H -2.101 -2.911 3.687
H -4.306 -3.838 3.053
H -5.736 -2.619 1.445
H -4.983 -0.509 0.480
S 1.871 1.047 3.132
C 1.293 0.051 2.079
C -1.631 -3.670 -0.373
O -0.597 -2.989 0.328
H -2.557 -3.087 -0.378
H -1.836 -4.652 0.057
H -1.290 -3.805 -1.399
H -0.894 -2.852 1.234
C 3.639 -2.268 2.740
C 2.873 -2.908 1.590
As 2.465 -1.798 0.042
C 2.145 -3.101 -1.370
C 3.210 -4.189 -1.466
C 4.139 -0.958 -0.487
C 4.380 0.402 0.157
H 3.852 -3.025 3.495
H 3.080 -1.469 3.215
H 4.596 -1.866 2.404
H 1.923 -3.339 1.911
H 3.468 -3.718 1.165
H 2.100 -2.516 -2.286
H 1.157 -3.513 -1.185
H 4.214 -3.773 -1.566
H 3.023 -4.800 -2.350
H 3.199 -4.856 -0.606
H 4.085 -0.875 -1.573
H 4.938 -1.662 -0.242
H 3.560 1.089 -0.056
H 5.298 0.843 -0.232
H 4.476 0.326 1.240
O 0.229 -0.523 -3.895
N 0.248 -0.778 -2.687
O 1.163 -0.277 -1.829
*
```

Löwdin atomic charge list, values in e, 6 entries:
1 Pt 0.883
2 C -0.394
3 Si 0.665
4 C -0.138
5 N -0.077
6 C -0.126


Density functional theory data (wB97M-V/def2-TZVPD) for C27H43BaBrN2O2P2 as an isolated structure at a distorted geometry.

As for the LUMO energy: -0.325 Eh. The relative energy (zero: lowest compared OMol25 entry of this formula, charge and spin) is 1178.80 kJ/mol. For the calculated total energy, the calculation gives -125061.2320 eV. The value obtained for the frontier orbital gap is 0.14550 Ha.

ORCA input file:
```
! wB97M-V def2-TZVPD RIJCOSX def2/J DEFGRID3
* xyz 2 1
C -0.637 7.426 -6.298
C -0.814 6.041 -6.541
C -1.126 5.658 -7.869
C -1.240 6.647 -8.851
N -1.073 7.962 -8.621
C -0.777 8.324 -7.360
C -0.684 5.080 -5.501
C -0.573 4.250 -4.602
C -0.443 3.289 -3.561
C 0.623 3.363 -2.628
C 0.745 2.415 -1.608
C -0.183 1.355 -1.468
C -1.244 1.288 -2.401
C -1.376 2.229 -3.427
Ba 0.000 0.000 0.000
P 1.890 -0.906 -1.023
H -1.274 4.603 -8.117
H -0.395 7.780 -5.292
H -1.482 6.364 -9.885
H -0.642 9.400 -7.185
H -2.204 2.157 -4.141
H 1.350 4.177 -2.718
H -1.982 0.482 -2.326
H 1.580 2.502 -0.904
C 2.187 -2.568 -0.242
C 3.170 -3.547 -0.895
H 1.181 -3.023 -0.190
H 2.456 -2.334 0.804
H 3.412 -4.358 -0.185
H 2.736 -4.017 -1.795
H 4.117 -3.063 -1.184
C 1.786 -1.172 -2.860
C 2.859 -0.552 -3.763
H 0.788 -0.790 -3.141
H 1.723 -2.268 -2.998
H 2.600 -0.728 -4.822
H 2.923 0.540 -3.618
H 3.860 -0.977 -3.588
C 3.386 0.157 -0.721
C 4.776 -0.493 -0.751
H 3.197 0.591 0.276
H 3.310 0.984 -1.453
H 5.549 0.281 -0.598
H 4.884 -1.228 0.064
H 4.992 -1.000 -1.705
Br 0.232 -1.718 1.861
P -2.682 -3.594 -4.343
C -0.804 -3.641 -4.206
C -0.200 -5.044 -4.356
H -0.493 -3.171 -3.252
H -0.423 -2.991 -5.016
H 0.871 -4.987 -4.621
H -0.282 -5.628 -3.423
H -0.719 -5.612 -5.147
C -3.160 -3.263 -2.556
C -4.572 -3.734 -2.182
H -3.086 -2.166 -2.427
H -2.406 -3.717 -1.882
H -4.652 -3.911 -1.095
H -5.331 -2.982 -2.462
H -4.831 -4.679 -2.690
C -2.880 -1.837 -4.979
C -3.146 -1.765 -6.489
H -1.988 -1.239 -4.707
H -3.735 -1.404 -4.426
H -3.626 -0.808 -6.761
H -2.210 -1.840 -7.071
H -3.808 -2.587 -6.814
N 0.278 0.951 3.925
C 1.713 0.894 3.639
C 2.082 1.912 2.607
O 2.880 2.901 2.938
O 1.597 1.866 1.384
H 0.035 1.886 4.327
H 0.037 0.210 4.622
H -0.281 0.802 3.055
H 2.272 1.098 4.579
H 2.010 -0.112 3.283
*
```

Löwdin atomic charge list, values in e, 6 entries:
1 C -0.002
2 C -0.224
3 C -0.004
4 C -0.117
5 N 0.082
6 C -0.115


Density functional theory data (wB97M-V/def2-TZVPD) for C27H43Br17IN2O2 as an isolated structure at a distorted geometry.

As for the LUMO energy: -0.127 Eh. For the calculated total energy, the calculation gives -1234589.3621 eV. The value obtained for the frontier orbital gap is 0.27236 Ha.

ORCA input file:
```
! wB97M-V def2-TZVPD RIJCOSX def2/J DEFGRID3
* xyz 1 1
C 2.199 -0.403 -0.186
C 1.488 -0.154 -1.547
Br 2.743 0.592 -2.861
C 0.243 0.796 -1.444
C -0.316 0.926 -0.028
C -0.751 -0.174 0.726
N -1.190 -0.016 1.971
C -1.262 1.162 2.612
C -0.857 2.291 1.928
C -0.855 3.698 2.565
C 0.634 3.965 2.981
O 1.371 3.037 3.069
I 1.400 5.921 3.380
C -0.371 2.221 0.575
N 0.031 3.393 -0.094
C -0.746 3.746 -0.988
O -1.562 4.024 -1.763
H 3.273 -0.530 -0.413
H 1.870 -1.366 0.245
H 2.133 0.427 0.530
H 1.143 -1.128 -1.931
H 0.528 1.771 -1.877
H -0.561 0.413 -2.108
H -0.697 -1.165 0.273
H -1.467 -0.854 2.486
H -1.605 1.261 3.647
H -1.160 4.386 1.756
H -1.551 3.773 3.418
Br -3.826 -0.806 -4.155
C -4.283 -1.747 -2.513
C -4.587 -0.785 -1.397
Br -2.940 -0.016 -0.678
H -3.456 -2.413 -2.291
H -5.163 -2.339 -2.760
H -5.052 -1.304 -0.560
H -5.221 0.044 -1.701
Br 1.792 -0.294 4.025
C 3.706 -0.626 4.220
C 4.518 0.499 3.636
Br 4.548 0.405 1.693
H 3.910 -1.587 3.756
H 3.873 -0.703 5.293
H 5.559 0.420 3.945
H 4.139 1.483 3.901
Br -0.119 -3.340 -3.160
C -0.680 -4.989 -4.042
C -2.047 -4.841 -4.649
Br -3.435 -4.925 -3.288
H -0.621 -5.781 -3.301
H 0.066 -5.164 -4.816
H -2.258 -5.669 -5.324
H -2.182 -3.904 -5.180
Br -2.328 -3.692 -8.305
C -1.504 -2.111 -7.516
C -0.668 -1.366 -8.523
Br 1.030 -2.265 -8.836
H -0.935 -2.446 -6.652
H -2.338 -1.495 -7.180
H -0.403 -0.380 -8.144
H -1.155 -1.262 -9.488
Br 1.619 3.703 6.252
C 1.954 4.795 7.830
C 0.681 5.394 8.366
Br 0.092 6.897 7.278
H 2.693 5.541 7.546
H 2.392 4.114 8.559
H 0.844 5.807 9.360
H -0.142 4.686 8.401
Br -3.600 -2.601 3.871
C -3.210 -1.506 5.438
C -4.454 -0.850 5.973
Br -4.977 0.665 4.867
H -2.445 -0.792 5.145
H -2.795 -2.197 6.169
H -4.271 -0.434 6.962
H -5.306 -1.522 6.018
Br -3.342 -7.081 -10.032
C -2.062 -7.049 -11.502
C -0.651 -7.211 -11.003
Br 0.006 -5.563 -10.204
H -2.221 -6.119 -12.040
H -2.341 -7.887 -12.139
H 0.025 -7.418 -11.832
H -0.548 -7.991 -10.254
Br 5.013 7.318 7.011
C 6.230 5.816 6.771
C 6.574 5.612 5.319
Br 5.107 4.764 4.359
H 5.755 4.949 7.222
H 7.120 6.077 7.341
H 7.416 4.929 5.218
H 6.799 6.539 4.798
*
```

Löwdin atomic charge list, values in e, 6 entries:
1 C -0.220
2 C -0.702
3 Br 0.712
4 C -0.193
5 C -0.230
6 C -0.210


Density functional theory data (wB97M-V/def2-TZVPD) for a 9-piece molecular cluster, C27H43Cl16FNO2PS overall at a distorted geometry.

As for the LUMO energy: -0.042 Eh. For the calculated total energy, the calculation gives -257480.1059 eV. The value obtained for the frontier orbital gap is 0.29472 Ha.

ORCA input file:
```
! wB97M-V def2-TZVPD RIJCOSX def2/J DEFGRID3
* xyz 0 1
C -5.034 -6.309 1.868
C -4.940 -4.947 2.679
C -4.244 -3.762 1.869
C -4.658 -2.429 2.625
C -4.257 -1.106 1.846
C -3.244 -0.245 2.751
C -3.416 1.256 2.308
C -2.278 2.259 2.777
C -0.832 1.657 2.917
N -0.330 0.910 1.739
C 1.038 0.482 1.998
O 1.400 -0.191 2.917
C 1.839 1.055 0.804
C 3.258 1.088 0.511
C 3.715 1.684 -0.754
P 5.538 1.689 -1.113
S 6.043 0.606 -2.666
C 2.763 2.244 -1.746
C 3.247 2.866 -3.116
C 2.122 2.548 -4.180
F 3.255 4.277 -2.902
C 1.344 2.221 -1.424
C 0.919 1.638 -0.175
C -0.499 1.472 0.447
O -1.487 1.765 -0.175
H -4.249 -6.434 1.072
H -6.067 -6.409 1.453
H -4.893 -7.166 2.589
H -5.985 -4.605 2.902
H -4.401 -5.139 3.640
H -4.519 -3.766 0.788
H -3.141 -3.970 1.943
H -5.764 -2.430 2.751
H -4.108 -2.430 3.605
H -5.131 -0.481 1.528
H -3.733 -1.418 0.898
H -3.463 -0.379 3.846
H -2.230 -0.677 2.561
H -3.635 1.311 1.206
H -4.365 1.618 2.804
H -2.639 2.731 3.731
H -2.219 3.096 2.026
H -0.155 2.514 3.212
H -0.840 0.975 3.811
H 3.992 0.645 1.229
H 6.145 1.066 0.026
H 6.033 3.032 -1.189
H 4.249 2.469 -3.419
H 2.518 2.748 -5.205
H 1.227 3.229 -4.032
H 1.721 1.507 -4.049
H 0.548 2.602 -2.098
C 6.525 -2.703 -3.896
Cl 8.238 -3.145 -3.879
Cl 5.504 -4.069 -3.429
H 6.366 -1.889 -3.195
H 6.253 -2.386 -4.899
C 8.573 -0.739 0.076
Cl 8.904 0.972 -0.217
Cl 7.566 -0.961 1.513
H 8.053 -1.148 -0.786
H 9.515 -1.259 0.222
C -1.970 -6.032 -0.912
Cl -1.945 -7.799 -0.872
Cl -3.624 -5.413 -0.987
H -1.493 -5.653 -0.011
H -1.427 -5.692 -1.789
C -7.768 -0.651 4.580
Cl -8.100 -0.751 2.846
Cl -6.049 -0.880 4.922
H -8.071 0.329 4.940
H -8.334 -1.424 5.092
C 1.201 -3.294 2.206
Cl 1.815 -4.835 2.817
Cl -0.527 -3.114 2.534
H 1.736 -2.483 2.692
H 1.361 -3.252 1.132
C -2.145 5.241 0.161
Cl -0.431 5.655 0.015
Cl -2.779 5.680 1.752
H -2.703 5.778 -0.601
H -2.262 4.169 0.018
C 5.373 3.775 -6.525
Cl 5.452 2.009 -6.512
Cl 3.704 4.342 -6.659
H 5.798 4.153 -5.599
H 5.941 4.147 -7.372
C -0.945 5.406 -3.760
Cl 0.166 4.842 -5.015
Cl -1.189 4.169 -2.522
H -0.530 6.298 -3.296
H -1.904 5.638 -4.215
*
```

Löwdin atomic charge list, values in e, 6 entries:
1 C -0.141
2 C -0.246
3 C -0.236
4 C -0.269
5 C -0.193
6 C -0.214


Density functional theory data (wB97M-V/def2-TZVPD) for C27H44BN5O2SiTa as an isolated structure at a distorted geometry.

As for the LUMO energy: 0.083 Eh. For the calculated total energy, the calculation gives -50362.6513 eV. The value obtained for the frontier orbital gap is 0.22937 Ha.

ORCA input file:
```
! wB97M-V def2-TZVPD RIJCOSX def2/J DEFGRID3
* xyz -1 1
C 2.954 -0.881 -0.208
Si 2.540 -1.234 -2.033
C 1.909 -3.042 -1.963
C 4.238 -1.374 -2.903
Ta 0.890 0.706 -2.942
C -0.550 -0.776 -3.864
C 2.119 1.060 -4.811
C 2.339 -0.107 -5.762
N 2.845 0.297 -7.088
C -0.082 0.784 -0.889
B -1.078 -0.313 -0.482
O -0.845 -1.694 -0.606
O -2.309 0.016 0.060
H 3.885 -1.376 0.086
H 3.077 0.189 -0.046
H 2.142 -1.247 0.424
H 2.759 -3.732 -1.995
H 1.389 -3.235 -1.025
H 1.238 -3.295 -2.783
H 4.254 -2.250 -3.555
H 5.035 -1.507 -2.167
H 4.477 -0.502 -3.511
H 2.174 1.757 -2.134
H -0.227 2.139 -3.439
H -0.526 -0.745 -4.956
H -1.547 -0.436 -3.558
H -0.453 -1.813 -3.537
H 1.636 1.880 -5.359
H 3.096 1.450 -4.514
H 1.414 -0.685 -5.857
H 3.088 -0.778 -5.339
H 3.297 -0.479 -7.554
H 2.079 0.593 -7.680
H -0.578 1.758 -0.819
H 0.721 0.797 -0.142
H -0.175 -2.052 -0.005
H -2.749 -0.789 0.364
N -5.832 2.097 3.422
C -5.219 2.762 4.398
C -3.852 2.994 4.423
C -3.080 2.511 3.378
C -3.701 1.823 2.347
C -5.078 1.651 2.418
H -5.850 3.117 5.206
H -3.409 3.540 5.246
H -2.009 2.666 3.360
H -3.134 1.424 1.517
H -5.599 1.118 1.630
N 0.896 -3.709 1.701
C 0.504 -4.894 1.243
C 1.330 -6.008 1.197
C 2.634 -5.883 1.648
C 3.056 -4.653 2.124
C 2.151 -3.602 2.133
H -0.519 -4.956 0.887
H 0.956 -6.945 0.808
H 3.312 -6.727 1.619
H 4.068 -4.498 2.472
H 2.449 -2.620 2.481
N -6.079 -2.803 6.337
C -6.221 -1.768 5.515
C -5.225 -0.832 5.274
C -4.011 -0.983 5.925
C -3.848 -2.058 6.783
C -4.909 -2.936 6.954
H -7.182 -1.676 5.020
H -5.395 -0.009 4.596
H -3.209 -0.275 5.758
H -2.917 -2.221 7.310
H -4.810 -3.789 7.618
N 2.138 4.728 -2.173
C 2.250 5.617 -3.151
C 2.390 6.981 -2.929
C 2.410 7.439 -1.621
C 2.291 6.516 -0.594
C 2.158 5.172 -0.924
H 2.224 5.218 -4.160
H 2.479 7.663 -3.765
H 2.515 8.495 -1.406
H 2.299 6.825 0.443
H 2.063 4.415 -0.153
*
```

Löwdin atomic charge list, values in e, 6 entries:
1 C -0.270
2 Si 0.397
3 C -0.241
4 C -0.259
5 Ta 1.438
6 C -0.342